Entry 1:
{
  "formula": "C11H10NO3",
  "method": "wB97M-V/def2-TZVPD",
  "total_energy_ev": -19199.8724,
  "homo_lumo_gap_ev": 6.01,
  "e_above_lowest_kcal_mol": 89.4,
  "charge": -1,
  "homo_energy_ha": -0.09169,
  "symbols": ["C", "C", "C", "C", "C", "C", "C", "C", "C", "C", "C", "N", "O", "O", "O", "H", "H", "H", "H", "H", "H", "H", "H", "H", "H"],
  "positions_angstrom": [[-3.2827, -1.3380, -1.0085], [-2.4372, -0.3325, -1.5236], [-3.0532, -1.6604, 0.3426], [-1.3036, 0.1182, -0.8644], [-1.9799, -1.1333, 1.0485], [-0.9653, -0.3311, 0.4608], [2.2336, 0.8055, -0.0108], [3.9505, -1.1540, -0.1010], [0.2323, 0.0251, 1.0524], [2.5709, -0.6850, -0.2998], [0.6578, 2.5269, 0.6187], [1.0884, 1.0878, 0.6036], [4.8616, -1.5707, 0.5666], [2.9593, 1.6493, -0.5096], [3.6809, -0.7495, -1.2965], [-4.0483, -1.6554, -1.7187], [-2.6080, -0.0767, -2.6263], [-3.7651, -2.1649, 1.0934], [-0.6142, 0.6865, -1.4057], [-1.9998, -1.1034, 2.0918], [0.5016, -0.2508, 2.0334], [1.7453, -1.2446, -0.4267], [1.4531, 3.2963, 0.8507], [0.1953, 2.6031, -0.4244], [-0.0733, 2.6516, 1.4537]],
  "atomic_forces_ev_per_a": [[0.2, 0.9, -0.2], [0.3, -0.9, -1.5], [-0.9, -0.1, 1.8], [-1.1, -1.1, 0.4], [-0.2, 0.4, -1.3], [-0.1, 0.7, -1.6], [0.2, -0.2, -1.1], [-0.3, -0.3, 1.6], [0.3, 0.4, 0.5], [2.4, 3.1, 1.8], [-0.4, -0.5, -0.4], [-0.2, 0.3, 0.2], [-0.7, 0.3, -0.9], [0.7, 0.5, 0.1], [0.5, -0.2, -1.4], [-0.1, -0.4, 0.9], [0.4, 0.0, 1.7], [0.7, 0.3, -1.9], [0.9, 1.1, -0.7], [0.0, -0.7, 1.6], [-0.2, -0.6, 1.2], [-2.4, -2.4, -0.7], [-0.5, -1.2, -0.8], [0.4, 1.0, 1.6], [0.2, -0.4, -1.0]]
}

=====

Entry 2:
{
  "formula": "C2H5NS",
  "method": "wB97M-V/def2-TZVPD",
  "total_energy_ev": -14478.0262,
  "homo_lumo_gap_ev": 9.20,
  "e_above_lowest_kcal_mol": 53.3,
  "smiles": "C=NSC",
  "homo_energy_ha": -0.32257,
  "symbols": ["C", "N", "S", "C", "H", "H", "H", "H", "H"],
  "positions_angstrom": [[-0.2529, -0.7798, 2.1192], [0.2884, -0.3949, 1.0657], [-0.4580, -0.9187, -0.6970], [0.5466, 0.4198, -1.4258], [0.0441, -0.4722, 3.1020], [-1.3113, -1.1914, 2.2827], [1.0405, 0.8972, -0.5048], [-0.2115, 1.1505, -1.7173], [1.0631, -0.1120, -2.2040]],
  "atomic_forces_ev_per_a": [[-3.5, -0.2, 0.7], [-0.2, -1.1, -2.2], [1.1, 1.0, 3.3], [-1.5, 0.3, 1.8], [1.3, 0.4, 0.3], [1.3, -0.2, -1.0], [0.1, -1.1, -1.8], [0.5, 0.0, -0.7], [0.8, 0.8, -0.3]]
}

=====

Entry 3:
{
  "formula": "C4H4N4",
  "method": "wB97M-V/def2-TZVPD",
  "total_energy_ev": -10167.4805,
  "homo_lumo_gap_ev": 9.47,
  "e_above_lowest_kcal_mol": 123.5,
  "smiles": "CNN=C(C#N)C#N",
  "homo_energy_ha": -0.35470,
  "symbols": ["C", "N", "N", "C", "C", "N", "C", "N", "H", "H", "H", "H"],
  "positions_angstrom": [[-1.2646, 0.8096, -0.9501], [-0.4088, 1.3910, 0.2750], [0.5886, 0.5566, 0.6406], [0.7963, -0.6535, 0.5151], [0.2474, -1.6880, -0.2554], [0.0439, -2.6196, -0.9157], [2.0333, -1.1080, 1.2119], [2.6927, -1.4055, 2.1727], [-2.1939, 0.5072, -0.0870], [-1.7404, 1.7062, -1.6031], [-0.3608, 0.2304, -1.6165], [-0.4337, 2.2735, 0.6126]],
  "atomic_forces_ev_per_a": [[-0.4, 2.6, 2.4], [0.8, -6.9, -4.0], [-1.9, 5.9, 1.6], [2.4, -1.8, -0.1], [-0.8, -2.2, -1.9], [-0.1, 1.0, 0.8], [1.6, -1.1, 5.2], [-2.4, 1.2, -4.8], [2.4, -0.7, -3.9], [1.4, -2.1, 1.6], [-3.5, 1.0, 2.0], [0.6, 3.1, 1.1]]
}

=====

Entry 4:
{
  "formula": "C4H8N2",
  "method": "wB97M-V/def2-TZVPD",
  "total_energy_ev": -7255.0634,
  "homo_lumo_gap_ev": 9.94,
  "e_above_lowest_kcal_mol": 64.8,
  "smiles": "C=NNC1CC1",
  "homo_energy_ha": -0.32248,
  "symbols": ["C", "N", "N", "C", "C", "C", "H", "H", "H", "H", "H", "H", "H", "H"],
  "positions_angstrom": [[2.2494, 0.5406, 0.0772], [1.8481, -0.6802, -0.1316], [0.6027, -1.0164, -0.2955], [-0.4038, -0.2455, 0.4194], [-1.1648, 0.8520, -0.3058], [-1.7444, -0.5519, 0.0301], [3.3317, 0.7524, 0.0681], [1.5932, 1.4221, 0.1093], [0.5037, -1.9680, -0.0841], [-0.0544, -0.0968, 1.4831], [-0.7997, 1.0196, -1.3966], [-1.5905, 1.7452, 0.1413], [-1.8165, -1.1118, -0.8929], [-2.5548, -0.6613, 0.7779]],
  "atomic_forces_ev_per_a": [[-0.5, -1.0, -0.6], [3.9, 2.1, 0.1], [-2.2, 1.6, 0.2], [2.2, 0.7, 1.3], [0.7, -0.7, -1.8], [-2.1, 0.8, -0.6], [-0.6, -0.5, 0.2], [0.0, -0.4, 0.1], [-0.3, -1.5, 0.1], [-0.9, 0.0, -1.0], [-0.9, -0.5, 2.0], [0.4, -0.3, 0.4], [-0.3, -0.5, 0.3], [0.6, 0.2, -0.7]]
}

=====

Entry 5:
{
  "formula": "C50H34BrFO9",
  "method": "wB97M-V/def2-TZVPD",
  "total_energy_ev": -143588.7218,
  "homo_lumo_gap_ev": 8.16,
  "smiles": "C=CC[C@@H]1OC(=O)O[C@@]1(Br)CCF.O=C1c2ccccc2C(=O)c2ccccc21.O=C1c2ccccc2C(=O)c2ccccc21.O=C1c2ccccc2C(=O)c2ccccc21",
  "homo_energy_ha": -0.33806,
  "symbols": ["C", "C", "C", "C", "O", "C", "O", "O", "C", "Br", "C", "C", "F", "H", "H", "H", "H", "H", "H", "H", "H", "H", "H", "O", "C", "C", "C", "C", "C", "C", "C", "C", "O", "C", "C", "C", "C", "C", "C", "H", "H", "H", "H", "H", "H", "H", "H", "O", "C", "C", "C", "C", "C", "C", "C", "C", "O", "C", "C", "C", "C", "C", "C", "H", "H", "H", "H", "H", "H", "H", "H", "O", "C", "C", "C", "C", "C", "C", "C", "C", "O", "C", "C", "C", "C", "C", "C", "H", "H", "H", "H", "H", "H", "H", "H"],
  "positions_angstrom": [[0.9114, -2.9720, -2.1503], [-0.0916, -3.3266, -2.9898], [-1.2486, -2.3942, -3.3080], [-2.1002, -2.0763, -2.1011], [-3.2841, -2.8885, -1.8856], [-3.8656, -2.2826, -0.8173], [-4.6651, -2.7864, -0.0875], [-3.3747, -0.9978, -0.6693], [-2.7404, -0.7183, -1.9161], [-4.2876, -0.5074, -3.1793], [-1.9553, 0.5574, -2.0130], [-0.5433, 0.4807, -1.4510], [0.1001, 1.6694, -1.8064], [1.9609, -3.0408, -2.3986], [0.6421, -2.5367, -1.1893], [-0.0892, -4.3288, -3.4055], [-1.8758, -2.8626, -4.0612], [-0.8008, -1.4942, -3.7091], [-1.5557, -2.2803, -1.1765], [-1.9545, 0.9409, -3.0264], [-2.4830, 1.3042, -1.4206], [-0.5990, 0.4809, -0.3645], [0.0413, -0.3540, -1.8209], [2.4110, -1.6489, 2.7103], [2.5134, -0.5558, 3.2276], [2.7347, -0.4176, 4.6953], [2.8442, -1.5621, 5.4731], [3.0837, -1.4547, 6.8317], [3.2169, -0.2019, 7.4206], [3.0935, 0.9433, 6.6530], [2.8466, 0.8407, 5.2901], [2.6973, 2.0848, 4.4842], [2.7413, 3.1768, 5.0093], [2.4948, 1.9476, 3.0146], [2.3838, 3.0939, 2.2391], [2.2202, 2.9886, 0.8696], [2.1699, 1.7368, 0.2649], [2.2705, 0.5897, 1.0346], [2.4271, 0.6891, 2.4125], [2.7433, -2.5310, 5.0094], [3.1711, -2.3488, 7.4351], [3.4149, -0.1204, 8.4810], [3.1898, 1.9204, 7.1049], [2.4272, 4.0639, 2.7142], [2.1329, 3.8831, 0.2670], [2.0537, 1.6593, -0.8024], [2.2273, -0.3877, 0.5724], [-1.0471, 8.1026, -6.4569], [-0.3602, 7.1365, -6.2021], [0.8227, 6.7931, -7.0418], [1.1485, 7.6095, -8.1171], [2.2635, 7.3259, -8.8864], [3.0595, 6.2258, -8.5848], [2.7309, 5.4002, -7.5237], [1.6098, 5.6766, -6.7518], [1.2621, 4.7662, -5.6241], [1.9147, 3.7676, -5.4044], [0.0923, 5.1213, -4.7717], [-0.2298, 4.3072, -3.6935], [-1.2943, 4.6368, -2.8730], [-2.0428, 5.7821, -3.1254], [-1.7338, 6.5901, -4.2059], [-0.6692, 6.2617, -5.0355], [0.5283, 8.4655, -8.3430], [2.5179, 7.9649, -9.7214], [3.9366, 6.0128, -9.1810], [3.3421, 4.5407, -7.2870], [0.3552, 3.4205, -3.4964], [-1.5390, 4.0020, -2.0315], [-2.8693, 6.0424, -2.4776], [-2.3135, 7.4795, -4.4096], [-2.5681, -6.3544, 6.3473], [-2.1857, -5.9103, 5.2853], [-0.7280, -5.8277, 4.9717], [0.1911, -6.2883, 5.9054], [1.5447, -6.2551, 5.6169], [1.9872, -5.7615, 4.3938], [1.0773, -5.2849, 3.4654], [-0.2816, -5.3123, 3.7523], [-1.2467, -4.7830, 2.7479], [-0.8569, -4.2873, 1.7095], [-2.7001, -4.8881, 3.0520], [-3.6098, -4.4380, 2.1082], [-4.9687, -4.5475, 2.3466], [-5.4193, -5.1169, 3.5338], [-4.5139, -5.5589, 4.4862], [-3.1501, -5.4426, 4.2522], [-0.1600, -6.6756, 6.8516], [2.2589, -6.6193, 6.3439], [3.0454, -5.7472, 4.1663], [1.4150, -4.8928, 2.5161], [-3.2514, -4.0067, 1.1914], [-5.6735, -4.1967, 1.6079], [-6.4811, -5.2129, 3.7174], [-4.8605, -5.9981, 5.4111]],
  "atomic_forces_ev_per_a": [[-0.9, 0.1, -0.2], [0.6, 0.0, 0.6], [-0.9, -1.4, 0.9], [0.0, 0.2, -0.1], [0.3, -0.1, 0.6], [-0.6, -0.6, 0.6], [0.5, 0.7, -0.8], [-0.3, 0.0, -0.2], [-0.7, -0.2, -0.4], [0.3, 0.2, -0.3], [0.2, 0.2, 0.9], [-0.4, 0.5, 0.2], [-0.1, -0.1, -0.2], [0.1, -1.5, 0.6], [0.3, 1.4, -0.5], [0.6, 0.5, -1.4], [-0.1, 0.2, -0.2], [-0.2, 0.2, -0.1], [0.7, 0.4, -0.1], [0.2, -0.3, -0.2], [-0.2, 0.1, 0.0], [0.2, -0.3, 0.1], [0.2, -0.1, -0.1], [0.0, 0.0, 0.0], [0.0, -0.2, -0.1], [0.0, 0.1, 0.0], [0.0, -0.1, 0.1], [0.0, 0.0, 0.0], [0.0, 0.0, 0.0], [0.0, 0.0, 0.1], [0.0, -0.1, -0.1], [0.0, 0.1, 0.1], [0.0, 0.0, 0.0], [0.0, -0.2, 0.0], [0.0, 0.1, -0.1], [0.0, 0.0, 0.0], [0.2, 0.0, 0.2], [0.0, 0.1, -0.1], [0.0, 0.1, 0.1], [0.0, -0.1, -0.1], [0.0, 0.0, 0.0], [0.0, 0.0, 0.0], [0.0, 0.1, -0.1], [0.0, 0.0, 0.1], [0.0, 0.0, 0.0], [0.1, 0.0, -0.1], [0.0, -0.1, 0.1], [0.0, 0.0, 0.0], [-0.1, 0.1, 0.0], [0.0, -0.1, 0.1], [0.1, 0.1, -0.1], [0.0, 0.0, 0.0], [0.0, 0.0, 0.0], [0.1, 0.0, -0.1], [-0.1, 0.1, 0.0], [0.1, -0.1, 0.0], [0.0, 0.0, 0.0], [0.0, 0.1, -0.1], [0.0, -0.1, 0.1], [0.0, 0.0, 0.0], [0.0, 0.0, 0.0], [-0.1, 0.0, 0.1], [0.1, -0.1, 0.0], [-0.1, 0.0, 0.1], [0.0, 0.0, 0.0], [0.0, 0.0, 0.0], [-0.1, 0.0, 0.1], [0.1, 0.0, -0.1], [0.0, 0.0, 0.0], [0.0, 0.0, 0.0], [0.0, 0.0, -0.1], [0.0, 0.0, 0.0], [-0.1, 0.0, 0.1], [0.0, 0.1, -0.1], [0.1, 0.0, 0.1], [0.0, 0.0, 0.0], [0.0, 0.0, 0.0], [0.1, 0.0, 0.0], [-0.1, 0.0, 0.1], [0.0, 0.1, -0.1], [0.0, 0.0, 0.0], [0.1, 0.0, 0.1], [-0.1, -0.1, 0.1], [-0.1, -0.1, 0.1], [0.1, 0.0, 0.0], [-0.2, 0.0, 0.0], [0.1, 0.0, 0.0], [-0.1, 0.0, 0.0], [0.0, 0.0, 0.0], [0.0, 0.0, 0.0], [-0.1, 0.1, 0.0], [0.1, 0.0, 0.0], [0.0, 0.0, 0.0], [0.0, 0.0, 0.0], [0.1, 0.0, 0.0]]
}

=====

Entry 6:
{
  "formula": "CH2N4O3",
  "method": "wB97M-V/def2-TZVPD",
  "total_energy_ev": -13164.8387,
  "homo_lumo_gap_ev": 10.68,
  "e_above_lowest_kcal_mol": 51.6,
  "smiles": "N#CNN(O)[N+](=O)[O-]",
  "homo_energy_ha": -0.39345,
  "symbols": ["N", "C", "N", "N", "O", "N", "O", "O", "H", "H"],
  "positions_angstrom": [[-3.3627, -1.0509, 0.4540], [-2.2510, -0.9226, 0.1160], [-1.0942, -0.5187, -0.2476], [0.0706, -0.4615, 0.5286], [0.4695, 0.7880, 0.8592], [1.0354, -1.4126, 0.2002], [0.6134, -2.4034, -0.2247], [2.1898, -1.0471, 0.3552], [-0.8461, -0.8737, -1.1816], [0.3675, 0.9706, 1.7741]],
  "atomic_forces_ev_per_a": [[1.7, -0.3, -0.6], [-5.0, -0.5, 2.9], [4.7, 0.5, -3.1], [-2.6, 0.1, 2.3], [0.9, 0.4, -2.8], [2.7, 4.1, 0.6], [-1.2, -3.6, -1.4], [-0.7, -0.6, 0.2], [-0.2, 0.6, 0.3], [-0.4, -0.6, 1.6]]
}